A structure of composition C21H48IrN10 at a distorted geometry, computed with ωB97M-V/def2-TZVPD.

Values from the calculation:
* total charge: +3
* molecular weight: 632.90 u
* orbital gap: 6.63 eV
* E_LUMO: -0.389 Ha
* energy above the lowest of the compared OMol25 structures with the same formula, charge and spin: 1.621 eV

The geometry in XYZ format:
```
80
Properties=species:S:1:pos:R:3:mulliken_charge:R:1
Ir 0.16705 0.58192 -0.25391 1.59
C -0.82536 -4.24902 2.45287 -1.17
N -1.33656 -3.15377 1.62811 0.15
C -2.78507 -3.14960 1.49141 -0.94
C -0.49944 -2.24853 1.08662 0.68
N -0.76436 -0.95830 0.94529 -0.58
C -1.87975 -0.26266 1.55828 -1.00
C -2.77114 0.34918 0.49131 -0.91
N -2.00848 1.15236 -0.48257 0.04
C -2.40988 0.85242 -1.86909 -1.43
C -1.70064 -0.39426 -2.35546 -0.72
N -0.27159 -0.16860 -2.26201 0.15
C 0.54538 -0.45851 -3.27045 0.38
N 0.26445 -1.33708 -4.24791 0.20
C -0.55563 -2.52696 -4.07100 -1.04
C 0.73740 -1.14796 -5.61828 -1.15
N 1.73814 0.18803 -3.33697 0.09
C 2.97222 -0.50899 -3.70453 -1.24
C 1.89451 1.48584 -2.70863 -0.57
C -2.00103 2.60253 -0.23076 -1.66
C -1.41900 2.92653 1.12505 -0.78
N -0.12946 2.26984 1.28582 -0.32
C 0.63783 2.60080 2.30937 0.24
N 0.26302 3.36454 3.35656 0.23
C -1.05362 3.36373 3.98239 -1.02
C 1.20124 4.32595 3.94220 -1.19
N 1.95038 2.20163 2.31942 0.07
C 2.49397 1.53609 3.50486 -1.04
C 2.55723 1.85889 1.07847 -0.02
N 0.72960 -2.71458 0.72608 0.05
C 0.87472 -3.96826 -0.01264 -1.22
C 1.85729 -1.81482 0.62983 -0.44
H -1.41235 -4.29529 3.37117 0.42
H -0.92425 -5.21499 1.95495 0.39
H 0.21500 -4.08983 2.71714 0.36
H -3.11503 -4.16045 1.24802 0.41
H -3.28553 -2.87231 2.42252 0.35
H -3.10790 -2.49290 0.68768 0.21
H -2.48450 -0.89562 2.20296 0.73
H -1.46093 0.52473 2.18488 0.15
H -3.26218 -0.45742 -0.05111 0.35
H -3.54896 0.94615 0.97262 0.49
H -3.48921 0.69997 -1.94806 0.45
H -2.14065 1.69150 -2.50876 0.40
H -1.98086 -1.24667 -1.72857 0.23
H -2.02311 -0.58648 -3.37709 0.84
H -0.71707 -2.73651 -3.01704 0.23
H -1.51823 -2.43776 -4.57947 0.35
H -0.03429 -3.37496 -4.51670 0.40
H 1.25407 -0.20102 -5.73210 0.37
H 1.39815 -1.96027 -5.92498 0.40
H -0.12308 -1.15572 -6.29015 0.40
H 2.76472 -1.54121 -3.96725 0.41
H 3.46496 -0.01981 -4.54466 0.38
H 3.65873 -0.50072 -2.85518 0.44
H 1.21510 2.21401 -3.15210 0.34
H 1.70591 1.44720 -1.61245 0.09
H 2.91519 1.82969 -2.85275 0.43
H -1.39546 3.06763 -1.01033 0.51
H -3.01427 3.01263 -0.29543 0.42
H -1.30565 4.01095 1.19209 0.82
H -2.12896 2.61837 1.89585 0.37
H -1.52607 2.38550 3.91789 0.30
H -0.92019 3.59826 5.03725 0.43
H -1.71880 4.12481 3.56845 0.35
H 2.06210 4.47498 3.29887 0.38
H 0.68385 5.27808 4.06395 0.44
H 1.54441 4.01236 4.93026 0.38
H 1.96998 1.84571 4.40225 0.38
H 2.39122 0.44986 3.40587 0.26
H 3.54952 1.77743 3.61390 0.42
H 2.56685 2.71336 0.40167 0.38
H 3.57403 1.51218 1.24360 0.42
H 1.98277 1.02501 0.58732 -0.42
H -0.06778 -4.50303 -0.06973 0.46
H 1.20897 -3.75139 -1.03069 0.39
H 1.61759 -4.61316 0.45630 0.33
H 1.97828 -1.25909 1.55966 0.23
H 2.76257 -2.39144 0.45442 0.50
H 1.74793 -1.10072 -0.21668 -0.17
```